Computed, not measured: a single C5H12N2O molecule, with ωB97M-V with the def2-TZVPD basis set.

Last column: Löwdin charge in e.
Geometry (Å):
O 1.7860 0.4783 2.1585  0.05
N -0.0679 0.0259 -0.0789  -0.08
N -3.0516 0.2795 0.0014  -0.01
C 2.1639 1.0692 -0.1464  -0.16
C 2.5524 0.7720 1.2773  -0.25
C -0.9598 -1.0346 -0.4556  -0.26
C 1.2156 0.0589 -0.7718  -0.24
C -2.2888 -0.9292 0.2715  -0.30
H -0.5444 -2.0410 -0.3118  0.11
H 1.6894 2.0495 -0.2579  0.13
H -3.1083 0.4401 -0.9975  0.06
H -2.1585 -1.0155 1.3584  0.11
H 0.0080 0.1767 0.9152  0.09
H 3.0821 1.0783 -0.7421  0.11
H -1.1987 -0.9445 -1.5222  0.11
H 1.0331 0.3820 -1.7978  0.12
H 3.6380 0.8371 1.4734  0.12
H -2.5548 1.0675 0.3988  0.06
H -2.9002 -1.8007 0.0110  0.10
H 1.6645 -0.9494 -0.7835  0.12

Computed properties:
HOMO ... -8.65 eV
Frontier orbital gap ... 9.45 eV
E_tot ... -382.43562 Ha
SMILES ... NCCNCCC=O